# 1
129
Properties=species:S:1:pos:R:3 method="wB97M-V/def2-TZVPD" total_energy_ev=-64268.8748 charge=+1 e_homo_ev=-11.4 gap_ha=0.3589
O 4.40 -0.84 2.39
O 2.65 0.98 4.42
O 4.86 1.57 0.94
O 0.75 5.37 1.92
O 3.76 1.40 -3.87
O 0.26 -0.55 3.96
N -1.11 4.09 -2.49
N 0.14 0.18 -0.22
N -1.78 -5.81 -1.85
N 0.87 -3.80 1.33
N -3.61 1.67 -0.61
N -6.20 -1.97 -4.02
N -5.79 -4.12 0.76
N 1.81 -2.17 -2.74
N -1.72 -0.13 -4.05
C 1.23 2.35 -0.64
C -6.03 -1.63 -2.89
C -1.05 -0.93 -4.55
C 0.51 2.44 0.58
C 0.42 -3.98 2.32
C 1.59 -4.67 -1.71
C 5.51 1.30 -0.33
C -0.91 -0.69 -0.60
C -1.78 -1.36 0.56
C 2.47 3.29 4.60
C 3.02 2.00 -4.96
C 6.08 2.63 -0.84
C 0.54 6.38 -0.18
C -4.02 -5.35 -3.27
C -2.72 -5.66 -2.44
C 4.20 -2.31 0.44
C -0.22 -3.94 3.74
C -2.47 -2.78 0.09
C 1.73 -3.24 -2.23
C -0.25 -2.11 -5.06
C -0.34 1.26 0.78
C -4.26 -6.30 0.58
C 1.20 -0.60 0.42
C -0.94 -0.01 4.60
C -3.29 5.29 -1.74
C 0.69 0.93 -1.28
C 1.60 1.97 -4.62
C 0.98 6.63 1.34
C -5.88 -1.23 -1.51
C -4.55 1.61 0.09
C 4.07 -2.20 1.99
C -2.11 -0.77 4.20
C -5.66 1.63 1.19
C 3.25 2.19 3.84
C -5.02 -5.04 0.63
C -2.10 4.63 -2.16
H 1.93 6.97 1.48
H -3.95 -4.52 -4.16
H -0.10 3.49 0.47
H 3.06 -2.50 2.54
H 4.38 2.16 4.40
H 5.47 3.35 -1.12
H 4.79 0.69 1.50
H -1.07 -1.39 1.42
H -6.65 1.70 0.82
H -0.32 -2.83 -4.34
H 0.16 -5.13 4.22
H 0.66 7.23 -0.74
H 1.41 -1.48 -0.18
H -4.56 -6.98 1.52
H -1.96 -1.87 4.16
H 2.85 3.50 5.68
H 0.90 3.19 -1.29
H 1.67 -5.37 -2.37
H -3.22 5.52 -0.71
H -3.04 6.32 -2.22
H 4.69 1.03 -1.07
H -3.27 -6.17 0.60
H -1.73 -3.49 -0.14
H 3.20 2.35 2.88
H -3.23 -3.16 0.73
H -4.68 -4.79 -2.50
H 6.23 0.66 -0.04
H -2.62 -0.56 1.07
H 2.30 -4.57 -0.93
H 1.43 0.85 -4.62
H -5.07 -0.69 -1.45
H -6.68 -0.53 -1.38
H 1.42 3.11 4.38
H 3.46 0.49 4.70
H 3.42 1.45 -5.80
H 2.04 -0.03 0.51
H -5.61 0.63 1.70
H -6.16 -2.17 -0.91
H -0.86 -0.15 5.68
H -0.10 -3.04 4.47
H -1.37 1.48 0.59
H 5.14 -3.05 0.38
H -0.17 1.02 -2.18
H -0.67 -2.42 -5.97
H 0.58 -4.69 -1.44
H -1.54 -0.18 -1.24
H 0.87 0.01 4.27
H -2.30 -0.51 3.24
H 3.40 -2.80 0.06
H 1.38 0.49 -1.78
H -1.41 -3.89 3.76
H -0.43 6.09 -0.54
H 0.30 7.34 1.79
H 1.41 5.73 -0.65
H 0.43 5.71 2.73
H 6.50 2.38 -1.86
H 4.41 -1.41 -0.22
H 6.84 3.20 -0.11
H -5.67 2.47 1.81
H 1.02 2.41 -5.48
H -4.27 5.01 -2.18
H -0.55 -1.29 -1.33
H 2.78 4.14 4.04
H 1.41 2.76 1.43
H 4.63 1.51 -4.06
H 2.28 2.33 -0.40
H 0.72 -1.81 -5.13
H -1.16 1.06 4.41
H -2.71 -0.51 5.01
H -4.53 -6.09 -3.81
H 1.45 2.43 -3.77
H 3.18 3.03 -5.16
H 4.86 -2.83 2.50
H -0.24 1.02 1.75
H -4.53 -6.85 -0.38
H 4.47 -0.87 3.37
H -2.94 -2.51 -0.68
H 1.05 -0.74 1.41


# 2
128
Properties=species:S:1:pos:R:3 method="wB97M-V/def2-TZVPD" s2=0.754 total_energy_ev=-62633.8186 spin_multiplicity=2 e_homo_ev="-8.5 / -9.0" gap_ha="0.3386 / 0.3365"
O 6.29 2.66 -5.40
O 8.57 3.16 -3.60
O -2.51 -1.88 1.73
O -1.22 -1.31 3.83
O -2.50 -3.22 -1.75
O 0.76 -0.40 -6.45
O -3.38 2.07 2.66
O -6.89 2.17 -2.14
O 2.95 0.22 -8.34
O -4.38 0.97 -1.17
O -2.22 -3.07 -4.68
N -2.70 1.15 3.28
C -1.29 -2.01 -4.53
C -1.35 -0.60 5.05
C 0.86 -1.21 6.36
C 6.06 1.42 -4.75
C -4.06 2.20 -0.52
C -0.71 -1.28 6.31
C -1.73 -2.62 3.87
C 9.40 2.41 -4.47
C 1.55 -1.89 5.12
C -6.66 0.78 -1.97
C -3.55 0.70 4.40
C 3.06 -2.15 5.47
C 3.99 -1.93 4.22
C -1.26 3.16 3.97
C -3.47 -2.18 -1.81
C -6.19 2.71 -3.24
C 1.41 -1.34 -7.29
C -4.74 -0.13 3.74
C -0.66 0.81 4.80
C 4.75 1.94 3.94
C -1.94 -3.05 2.37
C -0.46 1.41 2.37
C -5.68 0.51 -0.84
C -2.78 -4.28 -2.65
C -3.03 -4.18 2.25
C -2.86 -0.26 5.42
C 2.86 -0.96 -7.55
C -4.25 1.85 5.22
C -1.90 -4.20 -3.89
C 7.83 4.16 -4.28
C -0.09 0.48 -7.17
C 6.38 3.74 -4.49
C -1.36 1.62 3.66
C 3.27 1.37 -7.56
C 4.01 -0.46 3.69
C 4.74 0.54 4.66
H 1.17 -0.15 6.52
H 6.78 1.25 -3.94
H -1.01 1.77 1.47
H -4.62 -1.23 3.92
H -1.69 -1.12 -5.01
H 5.03 -2.19 4.56
H 4.12 0.58 5.59
H 3.41 -1.52 6.32
H -0.99 -3.31 1.87
H -5.61 -0.57 -0.69
H -3.13 2.57 -0.96
H -2.73 -2.71 4.35
H -0.40 1.28 -6.50
H -2.57 -5.21 -2.13
H -3.65 -1.85 -2.83
H -6.03 0.96 0.09
H -1.11 -1.78 -3.47
H -1.08 -0.71 7.20
H 1.38 -1.24 4.24
H 5.04 1.38 -4.36
H -4.04 -3.70 2.21
H -6.31 0.33 -2.91
H 4.63 -0.48 2.75
H 1.17 -1.75 7.29
H 8.85 2.04 -5.34
H -5.13 2.43 -3.22
H 8.30 4.41 -5.24
H -2.79 0.27 6.41
H -3.84 -4.28 -2.93
H 3.74 -2.63 3.40
H 1.39 -2.30 -6.77
H 3.17 -3.21 5.77
H -1.01 -2.34 6.47
H 9.79 1.56 -3.91
H -4.84 2.95 -0.67
H 7.85 5.06 -3.65
H -3.09 -1.33 -1.23
H -1.01 -3.36 4.30
H 3.40 -0.84 -6.60
H 5.83 4.58 -4.93
H -6.65 2.37 -4.18
H -1.59 3.79 3.13
H -5.73 0.15 4.16
H -2.97 -4.93 3.06
H -2.90 -4.66 1.25
H -7.63 0.32 -1.72
H -3.90 2.03 0.55
H -0.16 3.37 4.07
H 5.78 0.22 4.86
H -0.34 -2.27 -5.01
H 5.10 2.75 4.62
H 0.41 0.65 4.55
H 2.98 -0.13 3.42
H -6.27 3.80 -3.19
H 3.71 2.18 3.63
H -4.75 -0.02 2.63
H -4.75 1.34 6.08
H -1.70 3.46 4.94
H 6.19 0.62 -5.49
H -2.08 -5.09 -4.51
H -5.07 2.27 4.60
H -4.41 -2.52 -1.35
H 5.91 3.49 -3.53
H -0.27 0.33 2.20
H -0.84 -4.20 -3.61
H 3.14 2.25 -8.19
H 0.50 1.98 2.49
H -2.54 -2.05 0.79
H 1.06 -2.88 4.99
H -3.43 -1.18 5.63
H 0.87 -1.46 -8.23
H 2.62 1.46 -6.69
H 10.24 3.02 -4.80
H 3.34 -1.76 -8.12
H -0.98 -0.06 -7.51
H 0.42 0.92 -8.03
H -3.57 2.60 5.65
H -0.68 1.37 5.77
H 5.41 1.93 3.04
H 4.31 1.32 -7.24


# 3
141
Properties=species:S:1:pos:R:3 method="wB97M-V/def2-TZVPD" total_energy_ev=-132726.9962 charge=+1 e_homo_ev=-10.9 gap_ha=0.2131
Hg -2.58 0.17 3.45
S -5.75 -0.84 -1.78
S 5.97 -0.48 -1.43
S -3.56 3.67 -2.35
S 1.70 -2.04 4.10
S 1.73 3.90 1.27
O -3.21 4.87 -3.04
O 6.65 -1.15 -0.38
O -6.13 0.40 -1.16
O 0.39 4.43 1.47
O -2.02 -1.92 3.16
O -0.63 -2.99 -4.11
O -0.62 0.74 2.45
O -2.95 2.40 3.94
O 0.39 -2.66 4.06
O -2.44 0.46 1.22
O 2.82 -2.88 4.38
O 6.11 -0.84 -2.81
O 0.88 -5.73 -2.04
O -6.63 -1.98 -1.70
O -3.59 2.43 -3.06
O 2.09 3.35 0.00
N 0.98 -0.07 -5.55
N 3.45 -3.75 -0.26
C -5.07 3.95 -1.43
C 1.39 -2.95 -1.22
C 6.19 1.33 -1.33
C -0.42 -1.99 -5.09
C -2.55 4.85 3.85
C -3.21 4.27 0.23
C 4.20 -0.44 -1.11
C -1.16 -4.19 -4.61
C 2.02 -1.10 2.61
C -0.33 0.73 0.09
C 4.78 1.94 -1.31
C -1.37 -3.11 1.16
C -0.86 3.31 4.81
C 0.09 -0.25 -3.31
C -2.48 -2.91 2.14
C -1.18 0.69 1.31
C -1.95 3.46 3.76
C 2.13 -4.16 -0.72
C -5.26 -0.59 -3.50
C 0.58 -1.04 -4.51
C 3.76 0.86 -1.72
C 3.31 3.16 3.30
C -3.21 -1.21 -2.42
C 2.09 2.65 2.52
C -2.78 -4.18 2.90
C -4.05 -1.49 -3.66
C 2.91 0.02 3.11
C 1.77 -0.66 5.25
C -2.55 3.50 -0.90
C 0.90 -6.76 -3.02
C 4.04 4.14 2.39
C 2.17 -5.31 -1.72
C 2.99 5.05 1.81
C 2.29 0.53 4.42
C -4.58 4.77 -0.24
C -4.12 -1.30 -1.22
H 1.06 -0.73 2.22
H -0.02 3.96 4.60
H 2.74 1.17 -1.50
H 3.20 5.77 1.02
H 4.07 -0.37 -0.02
H 0.90 0.37 -2.91
H 1.41 -7.66 -2.67
H -4.44 5.81 -0.54
H 1.22 -2.21 -0.43
H -4.39 -2.53 -3.76
H -3.30 -4.90 2.27
H -1.34 -1.48 -5.41
H 0.75 -0.48 5.57
H -0.41 -4.80 -5.14
H 3.78 -1.36 -1.51
H 4.15 -3.79 -1.00
H -1.59 -3.70 0.28
H -3.54 2.68 4.65
H -2.64 2.45 -0.61
H 3.90 2.31 3.63
H -2.34 -1.87 -2.36
H 6.77 1.67 -2.17
H 0.73 0.84 0.33
H -0.77 0.32 -3.66
H -1.96 -4.05 -5.35
H -3.50 -1.25 -4.57
H -4.15 -2.24 -0.66
H -3.49 -3.97 3.71
H -5.42 2.97 -1.09
H 6.66 1.53 -0.37
H -4.98 0.47 -3.55
H 0.38 -3.16 -1.60
H 1.92 -2.51 -2.07
H -6.16 -0.71 -4.10
H 1.41 -6.42 -3.93
H 4.85 4.70 2.86
H -5.31 4.85 0.57
H 1.20 2.58 3.14
H -1.86 -4.68 3.20
H 1.67 0.57 -5.18
H 3.90 -0.39 3.32
H 1.56 -4.54 0.14
H -0.55 1.38 -0.75
H -0.44 -0.26 -0.37
H -0.15 -6.96 -3.24
H 4.66 2.76 -2.01
H 3.90 -4.44 0.34
H 2.47 -1.77 1.89
H -2.85 5.16 4.85
H -1.52 -4.76 -3.76
H 4.49 2.24 -0.31
H 2.46 5.62 2.58
H 4.55 3.62 1.57
H 3.00 0.84 2.40
H 2.36 -1.00 6.10
H -2.58 5.11 0.55
H 2.99 3.73 4.18
H 1.39 -0.53 -6.36
H -3.37 4.99 3.15
H -3.22 3.66 1.14
H -1.07 -2.13 0.75
H 3.80 0.76 -2.81
H -3.35 -2.43 1.70
H -0.01 -2.45 -6.00
H -1.51 3.31 2.78
H -0.23 -0.85 -2.46
H 2.27 1.73 1.98
H -5.80 4.48 -2.03
H -0.53 2.26 4.83
H -3.81 -0.63 -0.41
H -1.13 -2.20 3.49
H -1.26 3.44 5.82
H -1.74 5.54 3.62
H 1.40 1.12 4.19
H -1.48 3.64 -1.09
H 1.49 -1.60 -4.25
H -2.79 -0.21 -2.55
H 2.98 1.14 4.99
H -0.45 -3.49 1.62
H 2.74 -6.13 -1.25
H 2.76 -5.03 -2.61